No. 1
Molecular formula: C21H14ClF6N6O9S2Tc
Method: DFT, ωB97M-V with the def2-TZVPD basis set

Calculated values
multiplicity: 4
strongest force on any atom: 0.068 Eh/bohr
ΔE to the lowest compared entry with this formula, charge and spin: 4.8 kJ/mol
HOMO level (spin up / spin down): -11.42 / -11.42 eV
total charge: +1

```
60
C21H14ClF6N6O9S2Tc | OMol25 | ωB97M-V with the def2-TZVPD basis set
Tc 1.382 0.587 0.545
F 3.055 2.777 -4.540
C 2.024 2.122 -3.978
F 1.758 1.098 -4.885
F 0.995 2.888 -3.711
S 2.932 1.332 -2.385
O 1.791 0.709 -1.524
O 3.921 0.421 -2.916
N 3.454 2.603 -1.687
S 3.100 3.246 -0.306
O 2.971 4.692 -0.259
O 1.851 2.667 0.376
C 4.749 2.937 0.539
F 4.463 2.961 1.891
F 5.500 3.994 0.161
F 5.543 1.878 0.293
O 0.565 0.528 2.319
C 0.032 -0.585 2.863
C -0.906 -0.490 3.865
C -1.282 -1.495 4.791
C -0.678 -2.768 4.554
C 0.295 -2.917 3.628
C 0.574 -1.903 2.677
C 1.173 -2.237 1.402
N 1.195 -1.429 0.275
C 1.832 -2.243 -0.717
C 2.184 -3.441 -0.131
N 1.778 -3.428 1.159
H -1.388 0.493 4.033
H -1.858 -1.325 5.667
H -0.942 -3.679 5.049
H 0.829 -3.857 3.637
H 2.147 -1.954 -1.739
H 2.682 -4.285 -0.551
H 1.938 -4.201 2.006
O 2.900 0.332 1.162
Cl 3.498 -5.594 3.628
O 4.539 -5.135 2.603
O 3.776 -4.978 4.916
O 2.099 -5.101 3.095
N -7.907 -0.159 -4.961
C -7.067 0.164 -4.232
C -5.910 0.566 -3.479
C -4.734 -0.244 -3.364
C -3.646 0.208 -2.653
C -3.642 1.422 -1.965
C -4.733 2.261 -2.135
C -5.832 1.829 -2.889
N -2.612 1.624 -1.027
C -2.598 2.369 0.165
C -1.414 2.130 0.772
N -0.620 1.290 -0.043
C -1.368 1.067 -1.076
H -4.739 -1.198 -3.884
H -2.718 -0.393 -2.642
H -4.786 3.266 -1.642
H -6.670 2.543 -3.027
H -3.380 3.068 0.473
H -1.112 2.397 1.796
H -0.983 0.573 -1.991
```

Mulliken population analysis, charges in e, atoms 1 to 2: atom 1 (Tc): 0.61, atom 2 (F): -0.19

No. 2
Molecular formula: C38H39Br2F6NO2
Method: DFT, ωB97M-V with the def2-TZVPD basis set

Calculated values
strongest force on any atom: 0.168 Eh/bohr
HOMO level: -9.20 eV

```
88
C38H39Br2F6NO2 | OMol25 | ωB97M-V with the def2-TZVPD basis set
O 1.239 -8.105 1.285
C 0.910 -7.603 0.062
N -0.552 -7.617 -0.334
C -1.193 -6.249 -0.265
C -2.689 -6.280 -0.943
C -3.321 -4.808 -1.294
F -4.632 -5.073 -1.994
Br -2.233 -3.690 -2.545
C -3.693 -3.886 0.017
F -3.376 -4.509 1.323
F -5.148 -3.490 -0.066
Br -2.681 -2.117 -0.015
O 2.038 -7.149 -0.768
C 2.174 -5.690 -0.646
C 3.715 -5.132 -0.616
C 3.593 -3.471 -0.465
F 4.219 -3.068 0.840
F 4.219 -2.758 -1.635
F 2.173 -3.004 -0.433
H -1.026 -8.168 0.444
H -1.335 -5.999 0.893
H -0.596 -5.390 -0.790
H -3.408 -6.765 -0.123
H -2.659 -6.957 -1.914
H 1.548 -5.371 0.317
H 1.661 -5.226 -1.613
H 4.338 -5.379 -1.587
H 4.236 -5.540 0.361
C -2.504 3.126 0.438
C -2.378 1.808 0.000
C -1.320 1.020 0.452
C -0.392 1.548 1.351
C -0.520 2.865 1.791
C -1.574 3.656 1.332
H -3.327 3.741 0.083
H -3.105 1.395 -0.695
H -1.218 -0.004 0.105
H 0.430 0.933 1.707
H 0.202 3.276 2.493
H -1.670 4.683 1.672
C 1.839 -3.332 5.798
C 2.058 -2.159 5.077
C 2.076 -2.190 3.683
C 1.865 -3.393 3.010
C 1.642 -4.566 3.731
C 1.633 -4.537 5.125
H 1.828 -3.308 6.885
H 2.216 -1.220 5.602
H 2.254 -1.277 3.121
H 1.874 -3.417 1.923
H 1.475 -5.503 3.206
H 1.464 -5.451 5.687
C -7.462 6.021 0.160
C -6.934 4.731 0.196
C -6.023 4.322 -0.778
C -5.633 5.208 -1.783
C -6.159 6.499 -1.817
C -7.077 6.904 -0.848
H -8.175 6.338 0.917
H -7.232 4.043 0.984
H -5.616 3.315 -0.753
H -4.920 4.891 -2.539
H -5.854 7.189 -2.599
H -7.491 7.909 -0.878
C 4.512 1.587 -1.544
C 4.731 2.760 -2.265
C 4.750 2.729 -3.659
C 4.538 1.525 -4.333
C 4.315 0.353 -3.611
C 4.306 0.382 -2.217
H 4.501 1.611 -0.457
H 4.889 3.699 -1.741
H 4.927 3.642 -4.221
H 4.547 1.502 -5.419
H 4.149 -0.584 -4.136
H 4.137 -0.532 -1.655
C 1.466 7.332 0.270
C 2.739 7.261 -0.295
C 3.100 6.158 -1.067
C 2.184 5.128 -1.283
C 0.910 5.200 -0.722
C 0.552 6.299 0.058
H 1.186 8.190 0.874
H 3.451 8.067 -0.133
H 4.095 6.100 -1.502
H 2.464 4.270 -1.889
H 0.195 4.398 -0.891
H -0.439 6.353 0.501
```

Mulliken population analysis, charges in e, atoms 1 to 2: atom 1 (O): -0.54, atom 2 (C): 0.46

No. 3
Molecular formula: C5H6N
Method: DFT, ωB97M-V with the def2-TZVPD basis set

Calculated values
strongest force on any atom: 0.089 Eh/bohr
ΔE to the lowest compared entry with this formula, charge and spin: 350.6 kJ/mol
SMILES string: C=C=CCC#[NH+]
HOMO level: -14.15 eV
total charge: +1

```
12
C5H6N | OMol25 | ωB97M-V with the def2-TZVPD basis set
C 2.377 0.639 -0.181
C 1.352 0.023 0.205
C 0.278 -0.592 0.706
C -0.672 -0.881 -0.425
C -1.697 0.104 -0.218
N -2.471 0.867 0.173
H 3.336 0.368 -0.481
H 2.129 1.757 -0.355
H -0.007 -0.824 1.677
H -0.095 -0.848 -1.312
H -1.281 -1.851 -0.487
H -3.250 1.238 0.698
```

Mulliken population analysis, charges in e, atoms 1 to 2: atom 1 (C): -0.58, atom 2 (C): 0.04

No. 4
Molecular formula: C6H15N4
Method: DFT, ωB97M-V with the def2-TZVPD basis set

Calculated values
strongest force on any atom: 0.103 Eh/bohr
ΔE to the lowest compared entry with this formula, charge and spin: 409.2 kJ/mol
HOMO level: -12.84 eV
total charge: +1

```
25
C6H15N4 | OMol25 | ωB97M-V with the def2-TZVPD basis set
C -2.192 0.772 -0.188
C 2.301 -0.616 -0.069
C -0.891 0.066 1.209
C 1.004 0.366 1.097
C -1.792 -1.719 -0.211
C 1.881 1.645 -0.820
N -1.520 1.294 0.963
N 1.786 -0.923 1.204
N -1.342 -0.446 -0.094
N 1.330 0.446 -0.343
H -3.309 0.438 0.005
H -2.139 1.358 -1.095
H 3.395 -0.278 -0.128
H 2.341 -1.506 -0.677
H -0.982 -0.548 2.120
H 1.206 1.222 1.699
H -0.963 -2.504 -0.088
H -2.603 -1.883 0.406
H -2.237 -1.889 -1.251
H 1.977 1.541 -1.903
H 1.273 2.494 -0.484
H 2.956 1.829 -0.387
H -2.027 1.663 1.727
H 1.063 -1.619 1.068
H 0.323 0.113 -0.713
```

Mulliken population analysis, charges in e, atoms 1 to 2: atom 1 (C): -0.40, atom 2 (C): -0.32

No. 5
Molecular formula: C4H5FO3
Method: DFT, ωB97M-V with the def2-TZVPD basis set

Calculated values
strongest force on any atom: 0.110 Eh/bohr
ΔE to the lowest compared entry with this formula, charge and spin: 96.5 kJ/mol
SMILES string: O=C(O)[C@H]1O[C@H]1CF
HOMO level: -10.78 eV

```
13
C4H5FO3 | OMol25 | ωB97M-V with the def2-TZVPD basis set
O -2.406 -0.723 -0.844
C -1.672 -0.245 -0.038
O -1.534 -0.611 1.308
C -0.650 0.889 -0.327
O 0.181 1.456 0.609
C 0.719 0.583 -0.417
C 1.366 -0.779 -0.045
F 2.725 -0.604 0.050
H -0.915 -0.048 1.699
H -1.254 1.731 -0.817
H 1.300 1.036 -1.205
H 1.042 -1.177 0.915
H 1.098 -1.509 -0.888
```

Mulliken population analysis, charges in e, atoms 1 to 2: atom 1 (O): -0.49, atom 2 (C): 0.41

No. 6
Molecular formula: C34H29IrN4O7S
Method: DFT, ωB97M-V with the def2-TZVPD basis set

Calculated values
multiplicity: 6
strongest force on any atom: 0.006 Eh/bohr
ΔE to the lowest compared entry with this formula, charge and spin: 0.0 kJ/mol
HOMO level (spin up / spin down): -4.63 / -5.16 eV
total charge: -1

```
76
C34H29IrN4O7S | OMol25 | ωB97M-V with the def2-TZVPD basis set
Ir -0.809 -0.867 1.057
O 3.728 -0.947 1.335
C 3.923 0.227 1.953
C 5.216 0.757 1.965
C 5.469 1.959 2.593
C 4.443 2.661 3.220
C 3.163 2.144 3.199
C 2.878 0.932 2.571
C 1.482 0.433 2.500
O 1.279 -0.754 2.032
N 0.524 1.228 2.905
N -0.695 0.601 2.720
C -1.708 1.096 3.339
C -3.028 0.530 3.312
C -4.077 1.302 3.844
C -5.371 0.844 3.870
C -5.644 -0.436 3.364
C -4.644 -1.228 2.862
C -3.298 -0.781 2.822
O -2.391 -1.582 2.356
H 2.752 -1.120 1.424
H 5.997 0.201 1.465
H 6.477 2.357 2.593
H 4.643 3.602 3.714
H 2.342 2.674 3.661
H -1.540 1.998 3.929
H -3.840 2.289 4.226
H -6.166 1.460 4.267
H -6.663 -0.805 3.364
H -4.845 -2.207 2.447
O -4.150 -2.785 -0.310
C -3.428 -1.815 -0.538
O -2.154 -1.834 -0.463
C -4.067 -0.525 -1.021
C -5.265 -0.656 -1.712
C -5.898 0.436 -2.281
C -5.344 1.703 -2.142
C -4.175 1.861 -1.425
C -3.519 0.760 -0.857
S -2.119 1.150 0.099
H -5.685 -1.649 -1.793
H -6.820 0.301 -2.832
H -5.828 2.566 -2.582
H -3.745 2.843 -1.283
C 5.258 1.122 -4.802
C 4.030 0.951 -3.950
C 3.093 -0.032 -4.238
C 1.946 -0.189 -3.468
C 0.959 -1.287 -3.750
C 1.740 0.670 -2.395
C 2.666 1.663 -2.075
C 2.431 2.586 -0.913
C 3.805 1.784 -2.861
C 0.507 0.498 -1.539
O -0.500 1.177 -1.808
O 0.647 -0.324 -0.591
H 5.427 0.245 -5.428
H 6.145 1.274 -4.187
H 5.164 1.987 -5.462
H 3.261 -0.700 -5.075
H 1.162 -1.756 -4.713
H -0.063 -0.906 -3.755
H 1.007 -2.055 -2.975
H 1.991 2.059 -0.066
H 1.740 3.385 -1.190
H 3.366 3.036 -0.576
H 4.536 2.546 -2.610
N -0.876 -3.957 0.537
C -0.299 -5.124 0.225
C 1.057 -4.891 0.117
C 1.201 -3.517 0.363
N 0.021 -2.973 0.609
H -1.852 -3.673 0.480
H -0.885 -6.015 0.091
H 1.828 -5.602 -0.116
H 2.086 -2.907 0.357
```

Mulliken population analysis, charges in e, atoms 1 to 2: atom 1 (Ir): 2.69, atom 2 (O): -0.71

- What is the strongest force on any atom in the fifth record?
  0.110 Eh/bohr

- Which value of strongest force on any atom does entry 6 give?
  0.006 Eh/bohr

- strongest force on any atom of number 1 (C21H14ClF6N6O9S2Tc)?
  0.068 Eh/bohr